(1)
Below is a gas-phase ion, C19H33BrF7N3O2P (charge +1), with properties calculated with ωB97M-V with the def2-TZVPD basis set.

Geometry (Å):
C  -3.3551  -2.5251  -2.1968
C  -3.7130  -1.0369  -1.7619
C  -2.8559  -0.5070  -0.4755
N  -1.6455  0.1104  -1.0224
C  -0.5397  0.4495  -0.1202
C  -0.6814  1.9555  0.3420
F  -0.6095  2.9200  -0.7065
F  0.3760  2.3280  1.2270
C  -2.0147  2.3896  1.0925
F  -1.6315  3.4517  1.9662
F  -2.6172  1.4609  1.9297
C  -3.1517  3.0638  0.1921
F  -2.9392  4.4218  0.0085
F  -4.3515  2.9585  0.9313
F  -3.3926  2.4778  -1.0352
C  -0.1720  -0.4260  1.1679
C  -0.9659  -1.0078  2.3913
C  -0.8168  -0.2513  3.7910
C  0.3681  0.7959  3.9324
Br  -0.7556  -1.5122  5.3631
N  1.1088  -0.8274  1.1452
P  1.9801  -1.8699  2.3187
O  3.2688  -1.2468  2.8547
C  1.9329  -0.2507  -0.0256
C  3.0664  -1.3608  -0.3824
O  2.6731  0.7365  0.6603
C  3.1439  1.9033  0.0104
C  4.1236  1.7608  -1.2410
C  0.7489  0.0037  -1.0454
C  0.4852  -1.3439  -1.9167
C  -0.0605  -2.6119  -1.1454
C  0.9968  1.0112  -2.3124
N  2.0008  0.5936  -3.2999
H  -2.3683  -2.4975  -2.7513
H  -4.1398  -2.8310  -2.9784
H  -3.4188  -3.2962  -1.3716
H  -4.8070  -1.0572  -1.4129
H  -3.6044  -0.2596  -2.5795
H  -3.6036  0.2100  0.0262
H  -2.7252  -1.4231  0.1744
H  -1.7847  0.7577  -1.7971
H  -0.7925  -2.1239  2.5947
H  -2.0809  -0.9581  2.1235
H  -1.7853  0.3328  3.9685
H  1.2327  0.6900  3.2120
H  -0.0721  1.8413  3.7543
H  0.7935  0.8280  4.9886
H  2.3543  -3.1097  1.6721
H  1.1839  -2.2426  3.4422
H  3.9609  -1.2800  0.3298
H  2.6533  -2.4204  -0.3994
H  3.5104  -1.2006  -1.4214
H  3.7487  2.4849  0.7972
H  2.3254  2.6575  -0.2786
H  4.5170  0.7246  -1.4534
H  3.6019  2.2480  -2.1364
H  5.0496  2.4165  -1.0657
H  1.4367  -1.7164  -2.4358
H  -0.2355  -1.1342  -2.7828
H  0.7245  -3.2204  -0.5738
H  -0.4613  -3.3401  -1.9379
H  -0.9181  -2.4483  -0.4247
H  0.0127  1.1189  -2.8954
H  1.2718  2.0625  -1.9942
H  1.6201  0.0932  -4.1060
H  2.7959  0.0785  -2.9241

lowest unoccupied orbital energy: -5.212 eV
charge: +1
structure (SMILES): CCCN[C@@]1(C(F)(F)C(F)(F)C(F)(F)F)C(C[C@H](C)Br)=[N+]([PH2]=O)[C@](C)(OCC)[C@]1(CC)CN
HOMO energy: -12.39 eV
Kohn-Sham gap: 7.18 eV

These are the natural (NBO) partial charges, in e, on atoms 1 to 4: atom 1 (C): -0.63, atom 2 (C): -0.39, atom 3 (C): -0.25, atom 4 (N): -0.69

(2)
Below is a molecular structure, C19H33BrKN8O2S, with properties calculated with ωB97M-V with the def2-TZVPD basis set.

Geometry (Å):
K  0.8015  -0.0467  -0.0808
N  1.2313  2.9169  0.6588
C  0.1949  3.9575  1.0222
C  -1.3001  3.5041  0.7867
N  -1.5464  2.5922  -0.3143
C  -1.0029  3.0922  -1.5775
C  -1.1252  2.1705  -2.7958
N  -0.5247  0.9052  -2.5859
C  -2.9972  2.1060  -0.3273
C  -3.1026  0.5693  -0.4997
N  -2.2736  -0.3093  0.4021
H  1.1486  2.2192  1.3773
H  2.1043  3.3982  0.8392
H  0.2839  4.8812  0.4386
H  0.2711  4.2719  2.1084
H  -1.9041  4.4229  0.6366
H  -1.7242  2.9568  1.6609
H  0.1041  3.1557  -1.4089
H  -1.3775  4.1213  -1.8330
H  -0.6450  2.8359  -3.5757
H  -2.2153  2.1113  -3.0692
H  0.5643  0.9397  -2.9808
H  -1.0042  0.2489  -3.2085
H  -3.5844  2.6262  -1.0978
H  -3.3465  2.4210  0.6531
H  -2.6687  0.3424  -1.4878
H  -4.1556  0.1674  -0.5046
H  -2.8280  -0.9033  1.0017
H  -1.7364  0.3695  0.9735
N  -2.0299  -0.4427  4.5307
N  -0.9447  -1.1473  4.0661
C  0.0141  -0.6706  3.1540
O  0.9822  -1.4995  3.0110
O  -0.1150  0.4692  2.6454
H  -1.9488  0.5159  4.1343
H  -1.8238  -0.2935  5.5160
H  -0.9796  -2.1769  4.1586
C  -2.1956  -5.1403  1.3932
C  -0.9450  -4.3397  1.2300
C  0.1475  -4.2266  2.0709
C  1.3602  -3.7281  1.5498
N  1.4899  -3.3560  0.2699
C  0.4632  -3.4053  -0.5066
S  0.4594  -2.8241  -2.1544
N  -0.6926  -3.9592  -0.0367
C  2.6481  -3.7231  2.3194
H  -2.1831  -5.6396  2.3034
H  -2.2760  -5.9454  0.6450
H  -3.1251  -4.5535  1.3793
H  -0.0635  -4.6433  3.0777
H  -1.4565  -3.9482  -0.7094
H  2.4969  -4.1356  3.3289
H  2.9094  -2.6663  2.4709
H  3.3820  -4.2678  1.7796
Br  6.4599  1.5248  -3.3387
C  4.6109  1.3649  -3.4996
C  3.8316  2.4426  -2.9929
C  2.4623  2.1977  -2.7059
C  1.8832  0.9935  -3.0941
C  2.6548  0.0626  -3.7741
C  4.0438  0.1752  -3.9056
H  4.2794  3.4014  -2.7549
H  1.7851  2.9875  -2.3130
H  2.1625  -0.8488  -4.0898
H  4.6113  -0.5977  -4.3698

lowest unoccupied orbital energy: 2.056 eV
charge: -1
HOMO energy: -2.82 eV
Kohn-Sham gap: 4.87 eV
relative energy (zero: lowest compared OMol25 entry of this formula, charge and spin): 0.0 kcal per mole

These are the natural (NBO) partial charges, in e, on atoms 1 to 4: atom 1 (K): 0.92, atom 2 (N): -0.84, atom 3 (C): -0.23, atom 4 (C): -0.21

(3)
Below is a molecular structure, C19H33Cl2N2O2P2Pt, with properties calculated with ωB97M-V with the def2-TZVPD basis set.

Geometry (Å):
C  -1.4327  0.4820  -4.2563
C  -0.6953  -0.6863  -3.7226
H  -2.3025  0.6303  -3.5849
H  -1.8590  0.3270  -5.2499
H  -0.7391  1.3477  -4.2282
O  -0.7960  -0.9790  -2.5323
Cl  0.5709  -1.2835  -4.6289
Pt  0.8985  0.0097  0.1999
P  0.6027  -2.2584  0.1459
C  -0.6349  -2.8371  1.3331
C  0.2739  -3.3373  -1.2851
H  0.5229  -4.3662  -0.9780
H  2.3303  -3.8957  0.5317
H  0.8870  -3.0432  -2.1394
H  2.9796  -2.2938  0.0471
H  -1.5893  -2.3503  1.0997
H  -0.7788  -3.2952  -1.5730
C  2.2475  -2.8141  0.6756
H  -0.7492  -3.9292  1.2576
H  2.4189  -2.5459  1.7202
H  -0.3387  -2.5626  2.3505
P  0.3572  2.2127  0.0003
C  -0.8933  2.9213  1.1122
C  1.8975  3.1438  0.2799
H  0.5303  2.3091  -2.3940
H  -0.1104  3.8377  -1.7552
H  -1.1592  2.4092  -1.8807
C  -0.1450  2.7466  -1.6559
H  2.6651  2.7004  -0.3587
H  1.7788  4.2032  0.0263
H  -1.1888  3.9337  0.8001
H  -0.4975  2.9743  2.1305
H  2.2159  3.0414  1.3198
H  -1.7779  2.2782  1.1190
Cl  2.6730  0.3126  1.6578
C  -1.4855  0.2816  6.9530
N  -2.0195  0.2667  5.6073
N  -1.2579  0.0189  4.5296
C  -2.0488  0.0493  3.3644
O  -1.5703  -0.0818  2.2214
C  -3.3794  0.2861  3.8689
C  -3.3093  0.4029  5.2355
C  -4.3655  0.6287  6.2448
C  0.1565  -0.1403  4.6290
C  0.6979  -1.4296  4.6867
C  2.0794  -1.5787  4.7732
C  2.8945  -0.4468  4.8149
C  2.3378  0.8343  4.8557
C  0.9627  0.9915  4.7653
H  -0.3992  0.2397  6.9507
H  -1.8675  -0.5705  7.5223
H  -1.7950  1.2021  7.4537
H  -4.2606  0.3530  3.2592
H  -4.4627  -0.2288  6.9249
H  -4.1602  1.5237  6.8469
H  -5.3233  0.7687  5.7346
H  0.0165  -2.2801  4.6752
H  2.5141  -2.5782  4.7875
H  3.9765  -0.5595  4.7758
H  2.9738  1.7148  4.9287
H  0.4851  1.9714  4.7934

lowest unoccupied orbital energy (spin up / spin down): -8.229 / -12.701 eV
charge: +3
expectation value of S²: 6.044
HOMO energy (spin up / spin down): -17.98 / -17.95 eV
Kohn-Sham gap (spin up / spin down): 9.75 / 5.25 eV
spin multiplicity: 5
relative energy (zero: lowest compared OMol25 entry of this formula, charge and spin): 0.0 kcal per mole

These are the natural (NBO) partial charges, in e, on atoms 1 to 4: atom 1 (C): -0.72, atom 2 (C): 0.51, atom 3 (H): 0.24, atom 4 (H): 0.28

(4)
Below is a molecular structure, C19H33Cl2N2O2P2Ru, with properties calculated with ωB97M-V with the def2-TZVPD basis set.

Geometry (Å):
C  -1.3068  -3.7439  -3.7555
C  -1.2446  -3.0725  -2.4230
H  -1.9145  -4.6414  -3.6291
H  -0.3037  -4.0166  -4.1033
H  -1.7571  -3.1001  -4.5209
O  -1.8002  -3.4950  -1.4216
Cl  1.2460  -1.7899  -4.8038
Ru  -0.0364  -1.5408  -2.8670
P  1.2389  -2.4088  -1.2776
C  0.5501  -2.6780  0.3915
C  1.7509  -4.0786  -1.8526
H  2.6191  -4.4040  -1.2658
H  3.6243  -2.2751  -0.9796
H  2.0104  -3.9986  -2.9190
H  2.9542  -0.8065  -1.7545
H  -0.4497  -3.1266  0.3156
H  0.9182  -4.7841  -1.7185
C  2.8062  -1.5477  -0.9671
H  1.2109  -3.3469  0.9596
H  2.7558  -1.0396  -0.0012
H  0.4742  -1.6974  0.8803
P  -1.8522  -0.3931  -1.9767
C  -2.4878  -0.7654  -0.2909
C  -1.7969  1.4335  -1.9309
H  -2.8508  -0.6500  -4.1555
H  -4.0559  -0.0275  -2.9800
H  -3.6110  -1.7678  -2.9750
C  -3.2390  -0.7451  -3.1323
H  -0.8868  1.7551  -2.4513
H  -2.6779  1.8522  -2.4319
H  -3.5359  -0.4512  -0.2061
H  -1.8646  -0.2235  0.4305
H  -1.7469  1.7876  -0.8963
H  -2.4170  -1.8448  -0.1175
Cl  1.1048  0.5526  -2.8630
C  1.7737  3.6501  3.4132
N  1.7471  2.9401  2.1528
N  0.8028  2.0141  1.8997
C  1.0776  1.3980  0.6828
O  0.3771  0.4855  0.2075
C  2.2983  2.0045  0.2334
C  2.6755  2.9279  1.1678
C  3.8690  3.7985  1.2109
C  -0.3580  1.7956  2.6925
C  -1.2574  2.8428  2.9286
C  -2.4213  2.5813  3.6563
C  -2.6917  1.2876  4.1269
C  -1.7878  0.2449  3.8581
C  -0.6140  0.5020  3.1551
H  1.7399  2.9624  4.2697
H  0.9281  4.3518  3.4948
H  2.7140  4.2093  3.4522
H  2.7684  1.7595  -0.7003
H  3.6189  4.8552  1.3575
H  4.5885  3.5082  1.9884
H  4.3695  3.7073  0.2445
H  -1.0391  3.8341  2.5365
H  -3.1285  3.3890  3.8292
H  -3.6080  1.0773  4.6833
H  -1.9931  -0.7695  4.1942
H  0.1223  -0.2779  2.9542

lowest unoccupied orbital energy (spin up / spin down): -11.255 / -13.056 eV
charge: +3
expectation value of S²: 6.051
HOMO energy (spin up / spin down): -17.56 / -17.50 eV
Kohn-Sham gap (spin up / spin down): 6.30 / 4.45 eV
spin multiplicity: 5
relative energy (zero: lowest compared OMol25 entry of this formula, charge and spin): 0.0 kcal per mole

These are the natural (NBO) partial charges, in e, on atoms 1 to 4: atom 1 (C): -0.78, atom 2 (C): 0.49, atom 3 (H): 0.32, atom 4 (H): 0.29

Number 1: E_tot -127145.49178 eV. Number 2: E_tot -133456.29301 eV. Number 3: E_tot -74154.26232 eV. Number 4: E_tot -73489.20269 eV.